The following is a DFT calculation (ωB97M-V with the def2-TZVPD basis set) of a molecular structure, C4H16N8O4Tl in a non-equilibrium geometry.

The geometry in XYZ format:
```
33
Properties=species:S:1:pos:R:3
Tl -0.70588 2.38913 2.77292
C -2.74694 -3.36602 1.79832
O -2.70062 -2.16852 2.00622
N -3.68472 -4.05847 1.24219
N -1.79570 -4.07566 2.17917
H -4.61307 -3.70363 1.06232
H -3.54674 -5.05121 1.11758
H -1.96335 -5.05177 2.37717
H -1.08429 -3.60295 2.71820
C 5.21516 3.36119 1.89678
O 4.11966 3.17413 1.58883
N 6.19468 3.03952 1.09504
N 5.71829 3.84177 2.99342
H 5.94823 2.64886 0.19685
H 7.13787 3.22273 1.40636
H 6.71244 3.99548 3.08369
H 5.13884 3.81023 3.82006
C -4.87385 2.07120 -2.10120
O -4.25221 2.01053 -1.03216
N -5.91142 2.84273 -2.28569
N -4.72443 1.24489 -3.04863
H -6.32786 2.93967 -3.20072
H -6.26670 3.45692 -1.56691
H -3.89816 0.67631 -2.92996
H -5.12395 1.57865 -3.91413
C 1.91883 -1.49364 -1.40982
O 1.07704 -0.69979 -0.95000
N 2.78923 -1.24762 -2.36437
N 1.99832 -2.80048 -1.10817
H 3.31140 -2.03283 -2.72617
H 2.93888 -0.30749 -2.70181
H 1.51570 -3.18971 -0.31088
H 2.48532 -3.45415 -1.70452
```

The value obtained for the LUMO energy is -15.28 eV. The value obtained for the orbital gap is 1.52 eV. As for the net charge: +3. For the energy above the lowest of the compared OMol25 structures with the same formula, charge and spin, the calculation gives 74.4 kcal/mol. The HOMO energy comes out at -16.80 eV.

---

The following is a DFT calculation (ωB97M-V with the def2-TZVPD basis set) of 2 unconnected molecules or ions with the total composition C4H6FNO4 in a non-equilibrium geometry.

The geometry in XYZ format:
```
16
Properties=species:S:1:pos:R:3
C 2.09516 1.81867 -0.44859
C 1.10110 0.74498 0.11518
O 1.32565 -0.34331 0.56648
O -0.15789 1.23395 -0.11371
N -1.45290 0.57817 0.28375
O -1.67935 0.37603 1.46805
C -2.16805 0.13088 -0.74331
F -1.57341 0.38297 -1.94147
H 3.18065 1.32042 -0.56808
H 2.16612 2.68784 0.09517
H 1.65462 2.01052 -1.39295
H -2.99687 -0.47445 -0.48012
C -0.38070 -2.62834 0.77235
O -1.01675 -2.30413 -0.18651
H -0.63399 -2.16784 1.79697
H 0.53662 -3.36633 0.77680
```

The value obtained for the LUMO energy is 0.65 eV. As for the structure (SMILES): CC(=O)O/[N+]([O-])=C\F.C=O. The value obtained for the orbital gap is 9.82 eV. For the energy above the lowest of the compared OMol25 structures with the same formula, charge and spin, the calculation gives 83.5 kcal/mol. The HOMO energy comes out at -9.16 eV.

---

The following is a DFT calculation (ωB97M-V with the def2-TZVPD basis set) of 6 unconnected molecules or ions with the total composition CH14O6 in a non-equilibrium geometry.

The geometry in XYZ format:
```
21
Properties=species:S:1:pos:R:3
C -1.85999 0.25589 -0.43045
O -0.47680 0.09672 -0.96189
H -1.88855 -0.34996 0.45851
H -2.15686 1.32587 -0.10277
H -2.69785 -0.09546 -1.16239
H -0.35159 1.05709 -1.05472
H 3.12269 1.87831 1.62898
H 1.78936 1.19047 1.20923
O 2.25459 2.01769 1.12732
H -0.06024 -0.90714 2.91844
H -1.01180 -0.28986 3.99396
O -0.34823 -0.08193 3.29709
H -1.36526 -2.83689 0.74641
H -0.33433 -1.90661 1.21560
O -0.78981 -2.70396 1.51360
H 1.60647 2.76444 -0.74818
H 1.15209 3.44060 -2.15703
O 1.07123 2.67884 -1.57188
H 1.40369 -2.36337 -3.80815
H 0.16541 -2.28891 -2.84697
O 0.77581 -2.88184 -3.26470
```

As for the spin multiplicity: 2. The value obtained for the LUMO energy (alpha / beta) is 3.55 / 3.38 eV. The value obtained for the orbital gap (alpha / beta) is 2.73 / 10.57 eV. As for the net charge: -1. For the energy above the lowest of the compared OMol25 structures with the same formula, charge and spin, the calculation gives 26.0 kcal/mol. The HOMO energy (alpha / beta) comes out at 0.82 / -7.19 eV.

---

The following is a DFT calculation (ωB97M-V with the def2-TZVPD basis set) of a gas-phase ion, ClHNO2S (charge -1) in a non-equilibrium geometry.

The geometry in XYZ format:
```
6
Properties=species:S:1:pos:R:3
N -1.10734 -0.00083 -0.68001
S 0.22289 -0.29691 0.04871
O 1.10489 -1.12817 -0.74985
O 0.19132 -0.49468 1.50012
Cl 1.50730 1.58362 0.04581
H -1.91908 0.33698 -0.16478
```

The value obtained for the LUMO energy is 4.02 eV. As for the structure (SMILES): N=[S@](=O)([O-])Cl. The value obtained for the orbital gap is 9.29 eV. As for the net charge: -1. For the energy above the lowest of the compared OMol25 structures with the same formula, charge and spin, the calculation gives 1.0 kcal/mol. The HOMO energy comes out at -5.28 eV.

---

The following is a DFT calculation (ωB97M-V with the def2-TZVPD basis set) of C5H6N2 in the gas phase.

The geometry in XYZ format:
```
13
Properties=species:S:1:pos:R:3
C 1.56142 0.57358 -0.48048
C 0.60340 -1.82553 0.12214
C -0.28812 -0.82217 -0.08392
N -1.64581 -0.73767 -0.06479
C -1.87458 0.54974 0.17560
C -0.72119 1.35611 0.21360
N 0.29387 0.49913 -0.09191
H 1.87147 -0.10720 -1.25819
H 2.20137 1.37725 -0.15480
H 0.39065 -2.85944 -0.10465
H 1.52982 -1.60197 0.63593
H -2.89018 0.91930 0.29491
H -0.60630 2.42929 0.19506
```

The value obtained for the LUMO energy (alpha / beta) is -0.57 / -0.28 eV. The value obtained for the orbital gap (alpha / beta) is 7.11 / 7.20 eV. For the energy above the lowest of the compared OMol25 structures with the same formula, charge and spin, the calculation gives 72.6 kcal/mol. The HOMO energy (alpha / beta) comes out at -7.68 / -7.48 eV.

---

The following is a DFT calculation (ωB97M-V with the def2-TZVPD basis set) of C4H7NO in the gas phase in a non-equilibrium geometry.

The geometry in XYZ format:
```
13
Properties=species:S:1:pos:R:3
C -0.99188 -0.92240 -0.21261
C 0.05621 0.12835 0.23254
C 1.46231 -0.00632 -0.35652
O 0.26902 0.17938 1.63060
C -0.60860 1.37252 -0.24846
N -1.31814 2.19036 -0.65611
H -0.75788 -1.96704 0.00370
H -1.94166 -0.67803 0.27640
H -1.14803 -0.81655 -1.29104
H 2.05682 0.85722 -0.04086
H 1.45811 -0.04762 -1.44798
H 1.94117 -0.90393 0.04737
H -0.47746 0.61405 2.06297
```

The value obtained for the LUMO energy is 0.72 eV. As for the structure (SMILES): CC(C)(O)C#N. The value obtained for the orbital gap is 11.94 eV. For the energy above the lowest of the compared OMol25 structures with the same formula, charge and spin, the calculation gives 26.0 kcal/mol. The HOMO energy comes out at -11.22 eV.

---

- Among the records above, which one has the lowest energy above the lowest of the compared OMol25 structures with the same formula, charge and spin?
  ClHNO2S

---

- What is the energy above the lowest of the compared OMol25 structures with the same formula, charge and spin in the sixth record?
  26.0 kcal/mol